1.
Molecular formula: C34H25ClMgN2O5P2
Method: DFT, ωB97M-V/def2-TZVPD

Last column: Mulliken charge in e.
CARTESIAN COORDINATES (ANGSTROEM)
P -0.14013 -1.07734 -0.23996  0.11
C 1.38350 2.50711 -2.36683  -0.13
O 2.64465 -1.45660 4.24447  -0.69
C -1.11906 1.83783 2.44382  0.01
P -0.61612 1.55808 0.72486  0.57
C -1.63901 2.72865 -0.22504  0.08
C -2.13710 -2.00032 -2.01795  -0.30
H -2.36930 1.26580 -1.61553  0.35
C 3.62983 -2.99586 2.60871  0.50
H -3.10061 2.56978 2.01617  0.40
H -2.15746 -0.25907 0.75151  0.37
C 3.01222 1.24152 -4.12848  0.04
N -1.27563 0.03159 0.34501  0.05
C -1.62929 -2.78076 -4.23442  -0.48
H -3.46590 5.32084 -2.44387  0.40
O 2.28482 0.31035 1.86050  -0.93
C 3.82676 -2.84546 1.09871  0.10
H 1.19622 -1.84732 -2.61764  0.46
H -2.86618 -1.79843 -1.24159  0.41
C 2.85313 -0.86314 1.92195  1.06
H 0.11850 1.29718 5.54990  0.51
C 0.52597 -4.71818 1.41906  -0.68
H 0.85179 -5.69171 1.07843  0.39
C -0.24959 -2.19694 2.28914  -0.46
C 0.25271 -3.72354 0.49208  -0.84
C -2.95065 4.59707 -1.82596  -0.51
C -2.39381 2.28982 2.78857  -0.36
H 2.32998 2.63513 -5.60446  0.46
H 3.48815 -0.00001 -2.41927  0.75
C -0.78463 -1.75465 -1.79294  0.07
C -2.24501 5.01558 -0.70430  -0.68
C -2.99651 3.24942 -2.14927  -0.64
H -0.03733 -2.97622 4.26842  0.38
O 4.25038 -3.69216 0.34448  -0.68
H -2.20774 6.06567 -0.44515  0.40
C -1.85399 2.03200 5.11562  -0.49
N 2.11188 1.46739 -1.94575  -0.02
H -2.14235 2.10804 6.15626  0.38
C 2.92024 0.83913 -2.80699  -0.54
H -0.50634 -1.20445 2.64117  0.05
H 0.73779 2.97595 -1.63508  0.41
H 0.36747 -3.93192 -0.56480  0.40
C -0.28073 -2.54847 -4.01381  -0.70
H 0.82813 3.80407 -3.97240  0.44
C 0.01634 -3.19598 3.21102  -0.48
C -0.58591 1.58085 4.77924  -0.64
C -1.59049 4.08741 0.08945  -0.37
H -3.61030 -2.69190 -3.40905  0.42
H 0.44537 -2.76948 -4.78516  0.45
C -0.13267 -2.45679 0.92431  0.61
C 2.99459 -1.70008 3.10797  -0.03
C 1.43404 2.96184 -3.67054  -0.80
C 0.41503 -4.45350 2.77711  -0.51
H 0.66731 -5.21860 3.49872  0.38
O 3.88553 -3.96631 3.26887  -0.61
H -3.74632 2.73965 4.38743  0.41
H 0.77619 1.12286 3.18047  0.22
C -2.75782 2.38797 4.12183  -0.64
H -1.96083 -3.18196 -5.18331  0.38
H -1.04523 4.41948 0.96642  0.45
C -2.55828 -2.50475 -3.23740  -0.71
C 3.33937 -1.50048 0.77873  0.58
C 0.14107 -2.02832 -2.79668  -0.05
C 2.26281 2.31663 -4.57316  -0.23
C -0.21208 1.48651 3.44553  -0.44
O 3.26137 -0.93958 -0.39176  -0.60
H -3.54557 2.91932 -3.02179  0.43
Mg 1.94193 0.49283 -0.05563  1.93
C -2.34019 2.31702 -1.35496  -0.36
Cl 4.05513 0.38987 -5.20502  -0.20

Calculated values
M = 663.29 g mol⁻¹
DFT total energy = -85429.95912 eV
HOMO = -7.05 eV
orbital gap = 6.52 eV


2.
Molecular formula: C34H25F4N10O2PPt
Method: DFT, ωB97M-V/def2-TZVPD

Last column: Mulliken charge in e.
CARTESIAN COORDINATES (ANGSTROEM)
H 0.38376 -2.87555 3.85167  0.51
C -1.24606 -1.03487 1.53277  -0.04
C 0.15310 5.99463 -2.92662  0.34
N -0.23141 -0.65776 0.75831  -0.85
H 3.15405 -5.82714 2.67389  0.45
C 2.66171 -5.18760 6.06613  -0.68
C 1.25171 5.59002 -2.11174  0.50
H 3.07018 -8.14512 3.53784  0.48
C 1.55145 10.69639 -2.86657  -0.21
C 0.68163 9.63022 -3.27307  1.40
C 2.93359 -7.28771 4.18341  -0.82
H -4.13608 2.04685 -4.09274  0.40
N 2.81039 -3.67969 4.28221  -0.45
C 1.42353 4.26605 -1.73731  0.41
C -1.04265 -1.81587 2.66942  -1.08
F 3.18652 6.29094 -0.94652  -0.27
C 2.71747 -2.18341 2.42671  0.14
N 2.20196 11.58309 -2.53257  -0.29
N -1.28764 10.42516 -4.74727  -0.32
O 1.76687 0.34738 -0.63083  -0.60
H -1.88588 -2.05647 3.30217  0.46
H 1.72428 -10.17763 7.08517  0.27
C 3.46885 -0.63492 0.66693  -0.98
C 2.81896 -4.92293 4.64933  0.48
C 1.03059 -1.03285 1.09989  0.25
H -5.34606 0.83610 -4.57697  0.36
H -3.49240 2.23758 -1.79868  0.46
H -5.48393 -0.75973 -1.32316  0.36
Pt -0.31989 0.59638 -0.84849  0.27
C -2.06586 0.35941 -3.70362  -0.97
N -0.18580 2.28743 -1.92443  -0.53
F -1.06499 7.53950 -4.08143  -0.26
C -4.48831 1.02916 -3.93427  -0.72
C -5.23366 -0.60361 -2.37024  -0.86
C 1.97883 7.90541 -2.06794  0.31
C 0.48664 3.23192 -1.92126  0.65
C 2.10483 -0.39505 0.31329  1.08
C 2.69555 -7.53677 5.58973  1.03
N 3.14892 -3.03549 3.28975  -0.01
P -2.26283 0.14198 -1.88038  1.30
H -1.75203 1.38086 -3.91845  0.52
F 2.82883 8.79546 -1.64101  -0.23
H 2.51647 -6.64315 7.58514  0.40
H -2.30336 -2.29338 -2.15473  0.44
C -3.03046 -1.53706 -1.85425  -0.78
N -3.36240 0.07134 -4.40702  0.00
H 2.60842 -4.34556 6.74462  0.49
C 2.60603 -6.45079 6.52706  -0.40
F -0.70386 5.03963 -3.31425  -0.23
H -2.23398 -0.70149 1.25073  0.64
C 2.28903 -9.26786 7.24551  -0.69
H 4.24034 -0.10609 0.12319  0.49
C 3.75078 -1.49647 1.66180  -0.44
N -4.17061 -1.53672 -2.76530  0.14
H 1.70712 -8.54642 7.80749  0.33
C -3.82837 -1.37731 -4.13750  -0.76
C 0.22517 -2.25980 2.97541  -0.25
C 2.15872 6.61766 -1.71187  0.09
C 0.86357 8.33313 -2.90702  0.05
C 2.97784 -6.03025 3.72284  -0.19
C 2.56199 3.71662 -1.04656  -0.38
C 1.30078 -1.86547 2.17100  0.86
H -1.29828 -0.31364 -4.08760  0.47
O 2.58978 -8.76959 5.89606  -0.29
H -3.01781 -2.04061 -4.43530  0.38
H 4.77884 -1.69289 1.94139  0.54
H -3.22553 0.19533 -5.41409  0.36
N -4.79807 0.77490 -2.57516  0.20
C -0.40841 10.06918 -4.09913  -0.21
H 3.23415 -9.49152 7.73143  0.34
H -4.11794 1.09891 -0.61053  0.37
C -3.76039 1.19203 -1.63670  -0.99
H -6.12259 -0.79566 -2.96960  0.31
H -4.69266 -1.54679 -4.77770  0.37
N 3.35792 3.14923 -0.44130  -0.44
C -0.04064 7.26540 -3.31853  0.04
H -3.36030 -1.77657 -0.84262  0.45

Calculated values
M = 907.69 g mol⁻¹
DFT total energy = -78021.60350 eV
total charge = +4
HOMO = -17.09 eV
orbital gap = 5.41 eV


3.
Molecular formula: C34H26BrN6O2SSr
Method: DFT, ωB97M-V/def2-TZVPD

Last column: Mulliken charge in e.
CARTESIAN COORDINATES (ANGSTROEM)
Sr -0.15459 0.09452 -0.91904  2.05
N -0.45945 -0.41080 1.44245  1.18
H -4.29462 -1.39089 2.44476  0.28
C 4.89596 0.38891 -1.54300  -0.58
C 3.79393 -0.32194 4.97398  -0.64
H -2.09204 -2.19573 3.53650  0.20
H -2.61534 -5.92921 0.98318  0.38
C 4.86503 1.22548 3.50287  -0.79
H 1.52616 -1.90110 -6.11433  0.43
N 0.52764 -0.40073 2.26914  -1.13
C 4.27909 -1.86256 -0.97700  -0.35
H 6.00242 -1.35042 -2.14395  0.40
C 4.85402 0.54620 4.70903  -0.44
C 2.52778 -3.28092 1.26867  -0.41
H 1.10580 -2.02047 -3.66038  0.45
C -1.73339 -0.78760 1.90959  -0.44
C 0.66649 -1.23224 -4.26197  -0.33
C -4.13009 -1.06579 1.42596  -1.29
C -2.15057 -4.21215 -0.23647  -0.49
H 3.75814 -0.86278 5.91306  0.36
C 2.78798 -0.51505 4.05219  -0.71
Br 0.57792 0.01548 -8.19270  -0.17
H 5.64540 0.68603 5.43435  0.36
C -1.90511 -1.12894 3.35789  -1.68
C -0.64558 0.64963 -4.29795  -0.26
O 1.91151 0.46656 0.53107  -0.13
H 4.44617 -2.93078 -1.05325  0.49
H 5.66794 1.91781 3.27657  0.38
C 5.14396 -0.97463 -1.60201  -0.83
H 5.55913 1.08339 -2.04320  0.44
C -3.67934 -0.26504 -1.11347  -0.18
C 3.81257 0.87300 -0.82502  -0.37
H -5.78394 -0.47233 -1.48420  0.41
C 0.05999 -3.28970 0.02676  0.09
C -4.97742 -0.56620 -0.77285  -1.16
H -1.22934 1.36781 -3.73339  0.46
C 3.85152 1.05063 2.57105  0.02
H -3.47038 0.06895 -2.13198  0.28
H -0.39144 -5.97590 2.07222  0.37
C -2.77836 -0.73534 1.01309  1.10
O 0.35914 5.00011 -0.72885  -0.54
N -0.06482 2.51938 -1.29945  -0.59
N -2.60875 -0.34335 -0.32616  0.07
C -0.47958 0.79611 -5.66657  -0.75
C 0.35439 -4.27209 0.99206  1.22
H 1.97367 -1.19700 4.25765  0.29
C -0.62742 -5.23125 1.32053  -0.85
C 2.78845 0.17086 2.81689  0.49
H -0.94381 1.61864 -6.19008  0.43
H -0.99812 -0.86834 3.90022  0.40
H 1.85147 -4.95976 2.39653  0.36
N 0.98383 -2.33222 -0.32271  0.53
C 3.16801 -1.40007 -0.28057  -0.20
C -5.17618 -0.98871 0.56686  -0.25
C 1.62757 -4.23161 1.62548  -1.40
H -3.13711 -4.16444 -0.67966  0.42
C 2.97273 -0.02620 -0.18136  -0.25
C -1.85737 -5.20373 0.71685  -0.75
H -1.47062 -2.49796 -1.28565  0.32
N -0.09440 -0.35378 -3.61417  0.10
H 3.59651 1.92940 -0.73124  0.48
C 0.90155 -1.16896 -5.62476  -0.71
H 3.87139 1.62799 1.65775  0.38
C -1.21082 -3.27494 -0.57871  -0.31
S 0.45326 3.56702 -0.41641  0.14
C 2.16130 -2.34056 0.26794  0.88
H -2.73367 -0.58103 3.81836  0.40
C 0.30643 -0.13282 -6.32436  0.29
H 3.49814 -3.19306 1.73750  0.57
C 1.73686 -0.08792 1.86822  -0.32
H -6.16938 -1.24868 0.91885  0.39

Calculated values
M = 750.21 g mol⁻¹
DFT total energy = -130431.56257 eV
total charge = -1
HOMO (spin up / spin down) = -2.06 / -2.06 eV
orbital gap (spin up / spin down) = 3.96 / 3.96 eV